A molecular structure, C40H33LaN11O2PS2, computed with the ωB97M-V functional and the def2-TZVPD basis.

Computed properties:
Total charge   0
Calculated total energy   -3466.1802 hartree
HOMO energy (spin up / spin down)   -7.437 / -7.437 eV

Last column: Mulliken charge in e.
Geometry (Å):
La (0.4891, -1.0077, 0.5215)  1.62
C (5.6931, 1.7653, 0.9971)  -0.62
C (4.7323, 2.0777, 0.0472)  -0.56
C (3.3909, 1.8118, 0.2933)  -0.05
C (2.9923, 1.2239, 1.4867)  -0.92
C (3.9589, 0.9070, 2.4357)  0.44
C (5.2982, 1.1781, 2.1935)  -0.78
N (1.6141, 0.9005, 1.7094)  0.64
C (0.9976, 1.5350, 2.7200)  0.25
C (1.5320, 2.7087, 3.3615)  -0.86
C (0.8278, 3.3684, 4.3178)  -0.63
C (-0.4567, 2.9317, 4.7523)  -0.89
C (-0.9828, 1.8091, 4.2026)  -0.43
C (-0.2741, 1.0878, 3.2063)  0.02
N (-0.7454, -0.1060, 2.6821)  1.56
N (-1.7943, -0.5771, 3.1813)  -1.18
C (-2.2012, -1.8407, 2.6615)  -0.27
C (-3.2495, -2.4292, 3.3544)  -0.48
C (-3.7016, -3.6698, 2.9608)  -0.45
C (-3.0968, -4.2901, 1.8775)  -1.09
C (-2.0719, -3.6281, 1.2344)  -0.36
N (-1.6204, -2.4142, 1.6019)  0.50
H (6.7388, 1.9698, 0.8062)  0.37
H (5.0218, 2.5293, -0.8940)  0.42
H (2.6366, 2.0611, -0.4472)  0.30
H (3.6508, 0.4376, 3.3636)  0.48
H (6.0393, 0.9174, 2.9395)  0.38
H (2.4946, 3.0794, 3.0410)  0.51
H (1.2536, 4.2648, 4.7550)  0.41
H (-0.9980, 3.4865, 5.5062)  0.41
H (-1.9524, 1.4392, 4.5050)  0.49
H (-3.6756, -1.8920, 4.1900)  0.54
H (-4.5150, -4.1484, 3.4916)  0.40
H (-3.4108, -5.2626, 1.5255)  0.49
H (-1.5965, -4.0763, 0.3714)  0.45
S (0.5039, -3.5553, -0.7838)  -0.50
C (1.8302, -3.5264, -1.8852)  0.28
S (3.4731, -3.8016, -1.2693)  -0.29
C (1.6547, -3.3630, -3.2204)  0.95
C (0.3419, -3.1010, -3.7773)  -0.11
N (-0.6963, -2.8493, -4.2070)  -0.53
C (2.7592, -3.3644, -4.1583)  -0.33
N (3.6300, -3.3788, -4.9088)  -0.54
N (2.6042, -2.9028, 1.7229)  -0.48
N (3.8930, -2.5271, 1.2370)  -0.10
C (3.8715, -2.1335, -0.1375)  -0.81
N (5.1232, -1.6490, -0.5476)  -0.36
N (2.7543, -1.2713, -0.2873)  0.74
N (2.5211, -0.6953, -1.4371)  0.31
O (1.3120, -0.1813, -1.4730)  0.33
O (3.2739, -0.6186, -2.3679)  -0.71
H (2.6978, -3.0565, 2.7199)  0.27
H (2.2881, -3.7651, 1.2671)  0.25
H (4.5666, -3.2804, 1.3502)  0.36
H (5.8597, -2.3313, -0.4286)  0.28
H (5.0874, -1.3311, -1.5108)  0.31
C (0.6716, 3.1854, -4.0940)  -0.60
C (0.2561, 1.9004, -4.4170)  -0.91
C (-0.4806, 1.1560, -3.5089)  -0.60
C (-0.8197, 1.6931, -2.2674)  0.56
C (-0.3966, 2.9799, -1.9474)  -0.55
C (0.3435, 3.7249, -2.8580)  -0.76
P (-1.6339, 0.6109, -1.0277)  1.98
C (-2.7687, -0.3806, -2.0453)  -0.13
C (-3.4557, 0.1613, -3.1354)  -0.19
C (-4.3062, -0.6281, -3.8909)  -0.77
C (-4.4803, -1.9714, -3.5690)  -0.62
C (-3.8025, -2.5197, -2.4945)  -0.50
C (-2.9469, -1.7246, -1.7402)  -0.47
C (-2.7183, 1.7444, -0.0792)  1.02
C (-4.1022, 1.7913, -0.2499)  -0.90
C (-4.8786, 2.6502, 0.5182)  -0.78
C (-4.2863, 3.4695, 1.4698)  -0.74
C (-2.9122, 3.4215, 1.6609)  -0.87
C (-2.1403, 2.5565, 0.8984)  -0.60
H (1.2531, 3.7621, -4.8020)  0.40
H (0.5160, 1.4647, -5.3733)  0.44
H (-0.7688, 0.1404, -3.7681)  0.43
H (-0.6452, 3.4253, -0.9945)  0.31
H (0.6606, 4.7265, -2.5967)  0.45
H (-3.3146, 1.2030, -3.3985)  0.53
H (-4.8263, -0.2000, -4.7381)  0.42
H (-5.1329, -2.5902, -4.1718)  0.38
H (-3.9150, -3.5694, -2.2552)  0.43
H (-2.3981, -2.1716, -0.9233)  0.19
H (-4.5834, 1.1544, -0.9795)  0.36
H (-5.9511, 2.6748, 0.3707)  0.44
H (-4.8956, 4.1359, 2.0673)  0.39
H (-2.4381, 4.0405, 2.4120)  0.47
H (-1.0713, 2.5178, 1.0788)  0.36

Atomic forces in eV per Å
-0.71 -0.90 1.90
-0.06 -0.02 0.05
-0.05 -0.02 0.01
-0.04 0.12 -0.18
-0.40 0.00 -0.03
0.15 -0.05 0.05
-0.05 -0.01 -0.02
0.36 0.18 0.37
0.10 0.05 -0.07
-0.12 -0.17 -0.15
-0.21 0.07 0.18
0.27 0.17 -0.03
-0.01 -0.25 -0.14
-0.09 -0.25 -0.04
0.37 0.64 0.28
-0.53 -0.69 -0.07
0.10 0.61 0.19
-0.19 -0.05 0.14
-0.10 -0.03 0.09
0.01 0.01 -0.02
0.08 0.22 -0.04
0.00 -0.16 0.08
-0.02 -0.01 0.01
-0.01 -0.01 0.02
0.02 -0.02 0.01
0.02 0.01 -0.02
-0.01 0.01 -0.01
0.00 0.00 0.00
-0.01 -0.02 0.00
0.02 0.01 0.00
0.01 -0.02 -0.01
0.00 -0.03 -0.02
0.01 0.00 -0.02
0.00 0.02 0.01
0.03 0.01 0.01
-0.22 -0.47 -0.22
0.14 -0.17 0.46
-0.04 0.23 0.01
-0.06 0.24 -0.97
0.45 -0.07 0.30
0.09 -0.02 -0.01
-0.41 -0.03 0.43
-0.03 0.03 -0.05
-0.05 0.02 -0.18
0.09 0.04 0.07
-0.44 -0.19 -0.19
0.02 0.15 0.01
0.64 0.19 -0.88
-0.48 -0.04 0.70
1.55 0.37 -1.37
0.16 0.05 -0.44
0.01 0.04 -0.05
0.04 0.03 0.04
-0.06 0.02 0.01
0.02 0.00 0.00
0.03 -0.11 0.12
-0.01 0.00 0.03
-0.02 0.01 0.05
0.07 -0.14 -0.04
-0.01 -0.04 0.06
0.00 0.07 -0.09
-0.04 -0.11 -0.03
-0.41 0.46 -0.37
-0.07 -0.01 -0.08
-0.07 0.01 0.01
0.05 -0.05 0.07
0.00 0.05 -0.02
0.04 0.08 0.02
-0.04 -0.06 -0.04
-0.11 -0.05 0.06
0.01 0.04 0.02
0.08 -0.03 0.00
0.01 -0.02 -0.02
-0.04 -0.05 -0.05
0.08 0.01 -0.01
-0.01 0.00 0.01
0.00 0.01 0.01
0.03 0.11 0.04
-0.03 -0.02 0.05
0.00 -0.01 0.00
0.00 -0.01 0.01
0.00 -0.01 0.01
0.01 0.01 0.01
0.02 0.01 0.00
0.02 0.01 0.02
0.01 -0.01 -0.02
0.02 0.00 0.01
0.01 0.00 -0.01
0.00 -0.01 -0.01
0.00 -0.02 -0.02

---

A molecular structure, C40H33N6O3RuS5, computed with the ωB97M-V functional and the def2-TZVPD basis.

Computed properties:
Total charge   0
2S+1   6
Calculated total energy   -4184.0068 hartree
HOMO energy (spin up / spin down)   -7.175 / -6.930 eV

Last column: Löwdin spin population.
Geometry (Å):
Ru (0.0028, -0.4906, 0.9206)  3.83
N (1.2297, 3.5995, 0.8259)  0.01
C (0.8565, 2.3021, 0.7722)  0.03
S (2.0288, 1.1360, 0.2655)  0.24
N (-0.3533, 1.8539, 1.0227)  0.09
N (-3.2798, 0.7043, 0.4014)  0.00
C (-3.1602, 0.3563, -0.8166)  0.00
C (-3.7423, 1.2803, -1.8384)  0.00
C (-4.6644, 2.2298, -1.3839)  0.00
C (-5.2879, 3.0941, -2.2640)  0.00
C (-5.0049, 3.0309, -3.6239)  0.00
C (-4.0755, 2.1134, -4.0825)  0.00
C (-3.4436, 1.2482, -3.1974)  0.00
C (-2.3494, -0.9155, -1.1225)  0.03
C (-2.6383, -1.6242, -2.4151)  0.05
C (-1.7477, -1.6847, -3.4091)  0.00
C (-0.4776, -1.0317, -3.2759)  0.07
C (-0.1455, -0.5207, -2.0656)  -0.01
N (-0.9552, -0.5092, -0.9685)  0.16
H (2.2053, 3.8084, 0.7126)  0.00
H (0.6152, 4.2745, 1.2501)  0.00
H (-4.8848, 2.2631, -0.3257)  0.00
H (-6.0010, 3.8177, -1.8899)  0.00
H (-5.5012, 3.6981, -4.3174)  0.00
H (-3.8304, 2.0667, -5.1357)  0.00
H (-2.6998, 0.5652, -3.5762)  0.00
H (-3.5996, -2.1200, -2.4677)  0.00
H (-1.9869, -2.2226, -4.3188)  0.00
H (0.2317, -0.9962, -4.0892)  0.00
H (0.8502, -0.1236, -1.9070)  0.00
C (-0.3292, 1.1299, 5.8272)  0.00
C (0.2212, 0.4335, 4.5933)  0.00
O (-0.4061, 0.5261, 3.5473)  0.03
C (1.4785, -0.3400, 4.6956)  0.01
C (2.1721, -0.4407, 5.9145)  0.00
C (3.3582, -1.1286, 6.0308)  0.01
C (3.8921, -1.7370, 4.8860)  0.00
C (3.2358, -1.6552, 3.6828)  0.01
C (2.0033, -0.9676, 3.5501)  0.01
O (1.4044, -0.9429, 2.4083)  0.13
H (-1.2230, 1.6793, 5.5367)  0.00
H (0.3982, 1.8197, 6.2553)  0.00
H (-0.5876, 0.3961, 6.5930)  0.00
H (1.7626, 0.0374, 6.7931)  0.00
H (3.8701, -1.1913, 6.9812)  0.00
H (4.8307, -2.2751, 4.9488)  0.00
H (3.6446, -2.1113, 2.7909)  0.00
N (2.2950, -7.3189, 0.9196)  0.00
C (3.0320, -6.2536, 0.5621)  0.00
S (4.6478, -6.3750, 0.3020)  0.00
C (2.2711, -4.9670, 0.4016)  0.00
C (2.9466, -3.7759, 0.1814)  0.00
C (2.2332, -2.5982, 0.0953)  0.01
N (0.8995, -2.5421, 0.1959)  0.08
C (0.2460, -3.6892, 0.3457)  0.01
C (0.8857, -4.9109, 0.4613)  0.00
H (2.7918, -8.1730, 1.1131)  0.00
H (1.3641, -7.2195, 1.2830)  0.00
H (4.0249, -3.7757, 0.0984)  0.00
H (2.7474, -1.6551, -0.0426)  0.00
H (-0.8372, -3.6243, 0.3624)  0.00
H (0.2709, -5.7927, 0.5694)  0.00
O (-2.6302, -1.9287, -0.1245)  0.02
C (-3.2970, -1.6478, 1.1121)  0.00
C (-3.0780, -0.1755, 1.4596)  0.01
C (-3.0896, 0.3015, 2.7144)  0.04
C (-3.0597, 1.6994, 3.0954)  0.00
C (-2.5393, 2.7877, 2.5249)  0.02
S (-1.5423, 3.0880, 1.1138)  0.04
C (-4.7948, -1.8759, 0.9591)  0.00
C (-5.5736, -1.6197, -0.1276)  0.00
C (-6.9645, -1.7775, 0.1326)  0.00
C (-7.2121, -2.1394, 1.4191)  0.00
S (-5.7645, -2.3175, 2.3120)  0.00
C (-2.7111, -2.6460, 2.0827)  0.01
C (-2.9924, -3.9802, 2.0772)  0.00
C (-2.1396, -4.7345, 2.9332)  0.01
C (-1.2156, -3.9512, 3.5499)  0.00
S (-1.3836, -2.3043, 3.1267)  0.02
H (-3.2287, -0.4110, 3.5206)  0.00
H (-3.5211, 1.8907, 4.0609)  0.00
H (-2.7428, 3.7343, 3.0158)  0.00
H (-5.1835, -1.3228, -1.0916)  0.00
H (-7.7360, -1.6186, -0.6068)  0.00
H (-8.1614, -2.3439, 1.8870)  0.00
H (-3.7778, -4.4083, 1.4713)  0.00
H (-2.2171, -5.8026, 3.0791)  0.00
H (-0.4578, -4.2385, 4.2627)  0.00

Atomic forces in eV per Å
0.41 1.43 0.53
0.14 -0.08 -0.08
-0.24 0.02 -0.07
-0.21 -0.30 0.05
0.04 0.05 -0.08
-0.42 0.21 0.22
0.22 -0.06 0.12
0.10 -0.10 0.14
-0.08 -0.07 0.04
0.01 0.01 -0.01
0.01 0.00 0.04
0.04 -0.01 0.02
0.18 -0.04 -0.08
-0.02 0.11 -0.21
-0.13 0.00 0.04
-0.02 -0.05 0.03
0.10 0.01 -0.06
0.01 -0.12 -0.01
-0.09 -0.20 -0.11
-0.03 0.02 0.02
-0.03 0.01 0.01
-0.01 0.01 0.00
0.00 -0.01 0.00
0.00 0.00 0.01
0.01 0.01 0.00
-0.03 0.02 0.02
0.03 0.00 -0.04
-0.01 -0.01 0.01
0.00 -0.02 0.00
-0.04 0.09 0.06
0.03 -0.04 -0.13
0.18 -0.13 -0.01
-0.06 0.11 0.20
-0.39 0.35 0.39
-0.01 0.01 0.03
-0.06 0.00 -0.11
-0.08 0.06 0.02
0.05 -0.05 -0.08
0.06 -0.08 -0.08
-0.03 -0.53 -0.66
0.05 -0.03 0.00
0.02 -0.01 0.01
0.02 0.00 0.01
-0.04 0.04 0.04
-0.01 0.00 -0.01
-0.01 0.01 -0.01
0.01 -0.05 -0.02
0.05 -0.02 0.13
-0.04 0.11 -0.05
0.02 0.02 -0.05
0.03 -0.18 0.02
0.15 0.12 -0.01
0.01 -0.01 0.01
0.64 -0.38 -0.09
-0.32 0.05 -0.08
-0.06 -0.05 -0.07
-0.04 0.00 -0.02
-0.02 -0.01 -0.01
-0.04 0.01 0.01
-0.03 0.01 0.05
0.02 0.02 0.06
-0.05 0.02 0.00
0.09 -0.14 0.08
-0.07 0.20 -0.02
-0.26 -0.10 -0.45
0.32 -0.01 0.17
-0.16 -0.26 0.18
0.21 0.21 -0.18
-0.08 -0.10 0.11
-0.01 0.06 0.05
-0.03 -0.06 -0.12
0.03 0.04 0.00
0.02 -0.03 -0.01
-0.01 0.09 0.04
-0.02 -0.09 0.01
0.05 -0.13 0.11
-0.08 0.06 -0.15
0.14 0.03 0.04
-0.13 -0.17 0.01
0.17 0.10 0.02
-0.14 0.00 -0.05
-0.01 0.01 0.00
-0.01 0.00 0.06
0.00 -0.02 0.00
-0.01 0.01 -0.02
0.01 -0.01 -0.02
-0.02 0.01 0.02
-0.02 -0.01 -0.01

---

> Number 2 is which compound?

C40H33N6O3RuS5

---

> Among the records above, which one has the highest calculated total energy?

C40H33LaN11O2PS2

---

> What is the formula in the first record?

C40H33LaN11O2PS2

---

> What is the total charge in the second record?

0